{"formula": "C5H20N2O5", "method": "wB97M-V/def2-TZVPD", "elements": ["N", "C", "C", "C", "N", "C", "C", "O", "H", "H", "H", "H", "H", "H", "H", "H", "H", "H", "H", "H", "H", "H", "O", "H", "H", "O", "H", "H", "O", "H", "H", "O"], "xyz": [[-2.19, 0.17, 0.22], [-1.39, -0.99, -0.20], [-1.35, -2.19, 0.78], [0.04, -0.63, -0.54], [0.30, -0.23, -1.80], [1.69, 0.05, -2.14], [-0.58, -0.65, -2.91], [0.91, -0.66, 0.34], [-1.80, 0.76, 0.94], [-3.11, -0.14, 0.47], [-1.95, -1.36, -1.05], [-2.25, -2.37, 1.36], [-0.59, -2.03, 1.53], [-1.01, -3.08, 0.25], [1.92, 1.09, -1.93], [1.90, -0.16, -3.18], [2.34, -0.54, -1.51], [-1.40, 0.05, -2.96], [0.02, -0.65, -3.82], [-0.84, -1.70, -2.86], [-1.29, -0.75, 3.60], [-0.36, -0.08, 2.58], [-1.29, -0.18, 2.82], [2.50, 0.05, 0.47], [4.07, 0.16, 0.33], [3.30, 0.53, 0.76], [-1.10, 2.99, 1.25], [-0.25, 2.87, 2.52], [-0.98, 2.46, 2.04], [1.06, 2.54, 1.44], [2.05, 1.90, 0.50], [1.66, 2.76, 0.72]], "spin_multiplicity": 1, "smiles": "C[C@@H](N)C(=O)N(C)C.O.O.O.O", "homo_energy_ev": -8.86, "orbital_gap_ev": 9.500}

***

{"formula": "C5H20NO5", "method": "wB97M-V/def2-TZVPD", "elements": ["C", "C", "C", "C", "C", "O", "N", "H", "H", "H", "H", "H", "H", "H", "H", "H", "H", "H", "H", "H", "H", "O", "H", "H", "O", "H", "H", "O", "H", "H", "O"], "xyz": [[0.67, -0.42, -2.36], [0.44, -0.46, -0.91], [1.38, 0.40, -0.27], [1.07, 0.84, 1.19], [2.42, 0.67, 1.85], [3.18, -0.32, 1.94], [-1.13, -0.04, -0.49], [0.16, -1.02, -3.29], [1.69, -0.87, -2.72], [0.67, 0.54, -2.83], [0.51, -1.55, -0.57], [1.81, 1.21, -0.76], [2.20, -0.40, -0.13], [0.42, 0.09, 1.82], [0.68, 1.88, 1.19], [2.82, 1.61, 2.30], [-1.00, 0.61, 0.37], [-1.53, -1.03, -0.45], [-1.32, 0.50, -1.25], [2.26, -2.78, 0.48], [2.16, -1.64, 1.45], [1.62, -2.13, 0.92], [-2.42, 3.33, -0.05], [-1.11, 3.08, -0.56], [-1.75, 2.63, -0.10], [-2.39, 0.15, 3.07], [-2.18, 1.28, 1.83], [-2.47, 0.46, 2.20], [-2.80, -2.32, -2.00], [-3.35, -2.35, -0.73], [-2.67, -1.96, -1.13]], "spin_multiplicity": 2, "homo_energy_ev": [-2.79, -6.73], "s_squared": 0.753, "orbital_gap_ev": [2.586, 6.467]}

***

{"formula": "C5H20NO7", "method": "wB97M-V/def2-TZVPD", "elements": ["C", "C", "C", "C", "C", "O", "O", "N", "H", "H", "H", "H", "H", "H", "H", "H", "H", "H", "H", "H", "O", "H", "H", "O", "H", "H", "O", "H", "H", "O", "H", "H", "O"], "xyz": [[-2.03, 2.46, -1.32], [-1.03, 1.29, -0.67], [-1.85, 0.04, -0.50], [-0.95, -1.19, -0.40], [0.05, -1.16, -1.55], [-0.33, -1.28, -2.74], [1.27, -1.13, -1.26], [-0.48, 1.86, 0.51], [-1.43, 3.23, -1.50], [-2.44, 2.01, -2.23], [-2.76, 2.65, -0.57], [-0.17, 1.06, -1.34], [-2.36, -0.06, -1.45], [-2.53, 0.02, 0.38], [-1.51, -2.15, -0.46], [-0.36, -1.15, 0.60], [0.42, 1.77, 0.71], [-0.98, 2.42, 1.04], [1.36, 0.37, -3.48], [2.17, 0.46, -2.16], [1.87, 1.00, -2.88], [1.24, -3.07, 2.05], [0.76, -2.02, 1.19], [0.55, -2.88, 1.45], [2.67, -2.43, 0.56], [2.36, -1.12, -0.20], [2.88, -1.45, 0.63], [2.12, 0.06, 2.49], [2.00, -0.12, 1.03], [1.55, 0.35, 1.77], [-0.36, 0.56, 2.96], [-0.94, -0.64, 3.65], [-0.75, 0.26, 3.70]], "charge": -1, "spin_multiplicity": 1, "homo_energy_ev": -5.14, "orbital_gap_ev": 8.180}

***

M in g mol⁻¹, matching the order above: 188.22 174.22 206.22
ΔE to the lowest compared entry with this formula, charge and spin in kcal/mol, matching the order above: 38.24 111.87 76.03